[1]
# C7H10

An isolated molecule of C7H10 in a non-equilibrium geometry (wB97M-V/def2-TZVPD, the OMol25 dataset).

Summary:
LUMO level ... 0.0436 Eh
HOMO ... -8.446 eV
Calculated total energy ... -7417.4632 eV
Relative energy (zero: lowest compared OMol25 entry of this formula, charge and spin) ... 3.572 eV
F_max ... 2.66 eV Å⁻¹

Each line ends with the Löwdin charge.
Geometry (Å):
C -1.699746 0.560816 -0.827557  -0.090
C -0.577941 1.526354 -0.674923  -0.230
C 0.726877 0.801220 -1.011735  -0.063
C 0.398253 -0.260711 0.161331  -0.255
C 1.395556 -0.796427 1.099743  -0.183
C 0.455547 -1.911122 0.753268  -0.029
C -0.863118 0.526635 0.430254  -0.199
H -1.598312 -0.232265 -1.568262  0.111
H -2.705528 0.951304 -0.710557  0.102
H -0.740375 2.605728 -0.660641  0.133
H 1.594930 1.448840 -0.797385  0.111
H 0.812456 0.458671 -2.047429  0.099
H 2.391146 -0.838935 0.643286  0.117
H 1.361102 -0.629586 2.154825  0.092
H 0.792181 -2.822574 0.268330  0.067
H -0.431703 -2.079922 1.367379  0.082
H -1.314273 0.701835 1.401720  0.135

Cartesian forces (eV/Å) of the 2 atoms listed first:
C -0.21 -0.11 0.01
C 0.13 -0.02 0.03



[2]
# C7H10

An isolated molecule of C7H10 in a non-equilibrium geometry (wB97M-V/def2-TZVPD, the OMol25 dataset).

Summary:
LUMO level ... -0.0497 Eh
HOMO ... -6.787 eV
Calculated total energy ... -7415.6153 eV
Relative energy (zero: lowest compared OMol25 entry of this formula, charge and spin) ... 5.419 eV
F_max ... 9.21 eV Å⁻¹

Each line ends with the Löwdin charge.
Geometry (Å):
C -0.807243 2.813361 -1.936526  0.021
C -0.971508 1.809638 -0.948060  -0.291
C -0.044647 0.911999 -0.568026  -0.052
C -0.429983 -0.214448 0.742561  0.011
C 0.326331 -1.307988 0.933662  -0.446
C 0.342803 -2.177617 2.082521  0.087
C 1.298652 -1.677449 -0.180319  -0.094
H -1.665529 3.466586 -2.164150  0.043
H 0.248739 2.914214 -2.441452  0.089
H -1.946854 1.799710 -0.465450  0.096
H 1.051185 0.936198 -0.742208  0.096
H -1.228592 0.229207 1.402608  0.104
H -0.309130 -1.960678 2.880713  0.029
H 1.013705 -3.044269 2.059756  0.059
H 1.198586 -2.766464 -0.296262  0.075
H 1.018158 -1.104640 -1.137875  0.080
H 2.333302 -1.414834 0.149447  0.093

Cartesian forces (eV/Å) of the 2 atoms listed first:
C 1.46 -1.87 1.33
C -1.76 4.47 -2.79